Entry 1:
Molecular formula: C24H17BrCl5N3O3Ru
Method: DFT, ωB97M-V/def2-TZVPD

Summary:
⟨S²⟩: 0.756
gap between HOMO and LUMO (alpha / beta): 7.11 / 6.69 eV
multiplicity: 2
energy relative to the best compared isomer or geometry (same formula, charge and spin): 10.4 kJ/mol
E_LUMO (alpha / beta): -3.740 / -4.226 eV
total charge: +1

XYZ file:
```
54
C24H17BrCl5N3O3Ru, DFT ωB97M-V/def2-TZVPD
Ru -0.391 0.170 -0.221
Cl 3.796 -0.855 -5.974
C 2.589 -0.443 -4.804
C 1.299 -0.099 -5.225
C 0.338 0.231 -4.303
C 0.610 0.217 -2.927
O -0.385 0.551 -2.113
C 1.913 -0.120 -2.504
C 2.363 -0.099 -1.144
N 1.631 0.099 -0.103
C 2.165 0.163 1.217
C 3.486 0.132 1.569
C 3.865 0.182 2.929
C 2.928 0.262 3.919
C 1.553 0.303 3.584
C 0.514 0.381 4.541
C -0.788 0.412 4.135
C -1.071 0.372 2.760
N -0.128 0.312 1.849
C 1.185 0.261 2.232
C 2.890 -0.444 -3.471
H 1.066 -0.095 -6.281
H -0.663 0.496 -4.616
H 3.429 -0.262 -1.006
H 4.264 0.069 0.820
H 4.916 0.155 3.180
H 3.222 0.298 4.959
H 0.766 0.410 5.594
H -1.601 0.462 4.845
H -2.092 0.386 2.401
H 3.892 -0.698 -3.149
Cl -0.119 2.881 -0.347
C -0.408 4.045 0.984
Cl 0.448 3.600 2.452
H -1.474 4.072 1.174
H -0.039 4.998 0.624
Br -5.462 2.850 -1.128
C -4.577 1.234 -0.763
C -5.275 0.044 -0.644
C -4.554 -1.108 -0.379
C -3.181 -1.034 -0.239
N -2.515 0.123 -0.348
C -3.204 1.239 -0.615
H -6.350 0.021 -0.761
H -5.048 -2.064 -0.284
H -2.594 -1.918 -0.040
H -2.638 2.151 -0.733
Cl -1.501 -4.565 -1.121
C 0.028 -4.049 -0.379
Cl 1.357 -4.058 -1.543
C -0.174 -2.659 0.232
O -0.248 -2.523 1.434
O -0.299 -1.736 -0.679
H 0.264 -4.753 0.409
```

Entry 2:
Molecular formula: H46Li3O31S2
Method: DFT, ωB97M-V/def2-TZVPD

Summary:
gap between HOMO and LUMO: 6.16 eV
multiplicity: 1
E_LUMO: 0.246 eV
total charge: -1

XYZ file:
```
82
H46Li3O31S2, DFT ωB97M-V/def2-TZVPD
Li 1.417 -1.050 -4.260
Li 3.179 0.366 0.800
Li 0.085 0.060 0.064
S 2.729 -0.916 -1.447
O 3.171 -2.301 -1.617
O 3.880 -0.109 -0.980
O 2.069 -0.358 -2.627
O 1.817 -0.824 -0.320
S 0.565 1.632 2.185
O 0.259 3.040 2.359
O -0.604 0.847 1.826
O 1.493 1.389 1.058
O 1.191 1.165 3.434
O -3.178 -3.874 1.546
H -2.536 -3.393 2.067
H -3.347 -3.309 0.792
O 0.002 1.231 -1.796
H 0.844 1.078 -2.225
H -0.277 2.090 -2.112
O -1.571 4.471 0.915
H -1.376 4.439 -0.022
H -1.085 3.734 1.285
O -3.468 2.719 -2.846
H -4.374 3.019 -2.921
H -3.540 1.803 -2.576
O 2.677 1.815 -3.960
H 2.121 2.507 -3.601
H 2.685 1.139 -3.283
O -5.519 -0.127 1.462
H -4.605 -0.329 1.663
H -5.976 -0.963 1.560
O -1.163 -1.395 -0.773
H -1.918 -0.964 -1.174
H -1.097 -2.235 -1.229
O -3.449 -0.058 -2.819
H -3.521 -0.901 -3.266
H -4.350 0.175 -2.597
O 1.960 3.865 -0.253
H 1.384 4.327 0.356
H 1.859 2.941 -0.024
O -2.945 -0.324 2.525
H -2.555 -0.928 3.158
H -2.197 0.120 2.125
O -1.989 -2.434 3.854
H -1.786 -3.320 4.152
H -1.136 -2.041 3.669
O 3.555 -3.884 1.912
H 3.981 -3.311 1.274
H 2.796 -3.385 2.214
O 4.366 1.975 0.637
H 4.872 2.011 -0.175
H 4.582 2.789 1.091
O 0.923 3.909 -3.166
H 1.330 4.726 -3.455
H 0.137 4.185 -2.696
O -1.388 4.451 -1.732
H -2.290 4.145 -1.833
H -1.467 5.397 -1.614
O 1.366 -4.045 -0.934
H 0.697 -3.745 -1.550
H 2.084 -3.421 -1.037
O 0.491 -2.012 1.633
H 0.063 -2.762 1.220
H 1.005 -1.613 0.931
O -0.778 -3.444 -2.784
H -1.168 -3.468 -3.657
H -0.984 -4.299 -2.406
O 1.133 -1.497 4.315
H 0.895 -1.896 3.479
H 1.062 -0.555 4.161
O -1.856 2.711 3.883
H -1.874 1.842 3.481
H -1.122 3.156 3.459
O 3.744 -0.442 2.505
H 3.247 0.103 3.115
H 4.493 -0.750 3.014
O -0.360 0.061 -4.242
H -0.858 0.562 -4.888
H -0.865 0.146 -3.433
O 0.899 -5.089 1.421
H 0.214 -5.680 1.109
H 1.251 -4.688 0.626
```

Entry 3:
Molecular formula: C5H5NO
Method: DFT, ωB97M-V/def2-TZVPD

Summary:
structure (SMILES): C#CC(=O)N1CC1
gap between HOMO and LUMO: 9.62 eV
multiplicity: 1
energy relative to the best compared isomer or geometry (same formula, charge and spin): 457.1 kJ/mol
E_LUMO: -0.258 eV

XYZ file:
```
12
C5H5NO, DFT ωB97M-V/def2-TZVPD
C -1.859 -0.551 2.459
C -1.121 -0.509 1.489
C -0.075 -0.625 0.628
O 0.867 -1.383 0.691
N -0.107 0.564 -0.233
C 0.131 0.268 -1.696
C 1.267 0.744 -0.797
H -2.739 -0.452 3.019
H -0.225 1.024 -2.457
H 0.442 -0.756 -1.963
H 1.802 -0.191 -0.251
H 1.616 1.866 -0.888
```

Entry 4:
Molecular formula: C13H28BrN4O11P2
Method: DFT, ωB97M-V/def2-TZVPD

Summary:
gap between HOMO and LUMO: 7.97 eV
multiplicity: 1
energy relative to the best compared isomer or geometry (same formula, charge and spin): 221.7 kJ/mol
E_LUMO: -3.839 eV
total charge: +1

XYZ file:
```
59
C13H28BrN4O11P2, DFT ωB97M-V/def2-TZVPD
O -3.118 -3.620 -3.517
C -1.953 -3.432 -3.488
O -1.193 -3.270 -2.358
C -1.974 -3.016 -1.198
C -2.395 -1.525 -1.022
N -1.457 -0.540 -1.590
C -1.988 0.491 -2.511
C -1.399 0.360 -3.946
O -1.341 -0.623 -4.557
Br -0.672 2.019 -4.727
C -0.174 -0.475 -1.323
N 0.755 0.394 -1.808
C 1.964 0.145 -1.287
N 1.788 -0.890 -0.447
N 0.514 -1.284 -0.483
H -1.391 -3.419 -4.449
H -2.874 -3.649 -1.091
H -1.330 -3.282 -0.329
H -3.383 -1.408 -1.510
H -2.568 -1.229 0.039
H -3.089 0.527 -2.475
H -1.638 1.467 -2.109
H 2.878 0.713 -1.514
H 2.480 -1.341 0.142
H 0.249 -2.055 0.118
C -3.845 -2.872 5.232
O -4.246 -2.456 3.922
P -5.753 -1.727 3.658
O -5.322 -1.131 2.334
O -5.505 -0.688 4.885
C -4.456 0.262 4.790
O -7.334 -1.156 3.591
C -8.087 -1.482 2.422
H -3.449 -3.886 5.175
H -3.038 -2.216 5.565
H -4.660 -2.838 5.951
H -3.836 0.124 3.905
H -3.828 0.187 5.680
H -4.890 1.264 4.766
H -7.970 -2.533 2.158
H -7.779 -0.849 1.591
H -9.138 -1.286 2.635
C 6.079 5.388 -1.880
O 5.644 4.028 -1.783
P 6.755 2.758 -1.677
O 5.724 1.796 -1.119
O 7.575 3.507 -0.493
C 6.947 3.722 0.762
O 8.005 1.637 -1.766
C 7.741 0.433 -2.486
H 5.530 5.878 -2.683
H 5.826 5.893 -0.945
H 7.148 5.475 -2.061
H 5.896 3.436 0.766
H 7.029 4.779 1.022
H 7.475 3.144 1.523
H 7.247 0.641 -3.435
H 7.130 -0.236 -1.881
H 8.696 -0.055 -2.683
```

no.,molecular weight (g/mol)
1,753.657
2,627.294
3,95.101
4,558.236